No. 1
Below is C56H50N6O5ReS3Sb as an isolated structure in a non-equilibrium geometry, with properties calculated with the ωB97M-V functional and the def2-TZVPD basis.

Cartesian coordinates (Å):
Re  -0.824  -0.116  0.297
O  -0.196  0.591  8.276
C  -0.149  1.634  7.435
O  0.273  2.697  7.764
C  -0.590  1.412  6.010
C  -1.448  2.334  5.420
C  -1.687  2.298  4.061
C  -1.035  1.360  3.259
C  -0.257  0.391  3.861
C  -0.027  0.414  5.229
N  -1.089  1.429  1.812
C  -1.370  2.564  1.286
C  -1.332  2.720  -0.153
C  -1.636  3.894  -0.788
C  -1.525  3.957  -2.180
C  -1.054  2.855  -2.862
C  -0.755  1.697  -2.155
N  -0.920  1.620  -0.832
H  -0.635  -0.180  7.900
H  -1.913  3.095  6.034
H  -2.389  3.008  3.640
H  0.204  -0.362  3.242
H  0.629  -0.324  5.681
H  -1.582  3.433  1.898
H  -1.968  4.749  -0.211
H  -1.794  4.861  -2.711
H  -0.915  2.872  -3.935
H  -0.383  0.817  -2.654
O  -1.600  -3.262  0.279
S  -0.999  -2.626  1.479
C  -2.028  -3.195  2.847
C  -1.984  -2.636  4.116
C  -2.753  -3.206  5.120
C  -3.545  -4.315  4.850
C  -3.587  -4.853  3.569
C  -2.827  -4.292  2.551
C  0.502  -3.547  1.825
C  0.620  -4.796  1.235
C  1.745  -5.561  1.513
C  2.726  -5.079  2.375
C  2.591  -3.827  2.962
C  1.473  -3.049  2.685
H  -1.368  -1.778  4.324
H  -2.737  -2.786  6.118
H  -4.134  -4.761  5.642
H  -4.211  -5.712  3.358
H  -2.849  -4.694  1.546
H  -0.164  -5.153  0.577
H  1.847  -6.544  1.071
H  3.593  -5.687  2.599
H  3.348  -3.464  3.647
H  1.359  -2.077  3.159
C  3.621  -0.181  1.519
S  2.063  0.664  1.668
O  1.298  0.122  0.392
C  2.541  2.315  1.308
C  3.270  2.634  0.165
C  3.676  3.943  -0.023
C  3.364  4.912  0.930
C  2.616  4.586  2.055
C  2.191  3.279  2.250
H  4.051  -0.022  0.528
H  3.447  -1.244  1.694
H  4.273  0.228  2.295
H  3.517  1.874  -0.568
H  4.244  4.205  -0.908
H  3.712  5.929  0.796
H  2.369  5.345  2.787
H  1.625  3.013  3.139
C  7.001  -1.850  -1.369
C  6.811  -0.478  -1.446
C  5.560  0.036  -1.777
C  4.497  -0.826  -2.045
C  4.697  -2.206  -1.975
C  5.947  -2.715  -1.640
Sb  2.562  -0.120  -2.605
C  2.322  -1.230  -4.414
C  1.048  -1.357  -4.966
C  0.873  -1.974  -6.200
C  1.973  -2.463  -6.892
C  3.248  -2.333  -6.354
C  3.426  -1.725  -5.115
C  2.914  1.790  -3.533
C  3.652  1.885  -4.718
C  3.773  3.112  -5.365
C  3.143  4.240  -4.849
C  2.410  4.150  -3.674
C  2.297  2.927  -3.018
H  7.972  -2.247  -1.100
H  7.639  0.195  -1.258
H  5.431  1.112  -1.850
H  3.887  -2.888  -2.213
H  6.104  -3.787  -1.601
H  0.180  -0.960  -4.441
H  -0.120  -2.066  -6.625
H  1.839  -2.943  -7.854
H  4.107  -2.701  -6.902
H  4.425  -1.635  -4.703
H  4.129  1.010  -5.143
H  4.354  3.185  -6.276
H  3.226  5.185  -5.370
H  1.923  5.030  -3.265
H  1.735  2.867  -2.090
S  -5.167  -1.437  1.048
C  -3.766  -0.884  0.779
N  -2.646  -0.429  0.556
C  -3.480  -2.293  -3.742
N  -2.179  -2.382  -3.053
C  -1.381  -3.468  -3.170
C  -0.204  -3.548  -2.522
C  0.131  -2.505  -1.640
N  -0.656  -1.407  -1.484
C  -1.836  -1.316  -2.237
O  -2.558  -0.335  -2.189
N  1.293  -2.535  -1.002
H  -3.645  -3.206  -4.306
H  -3.487  -1.438  -4.410
H  -4.273  -2.160  -3.011
H  -1.736  -4.263  -3.813
H  0.444  -4.403  -2.635
H  1.732  -3.436  -0.877
H  1.417  -1.886  -0.238

## Properties
total charge	+3
⟨S²⟩	0.83
electronic energy	-4380.92557	Ha
multiplicity	2
LUMO energy (spin up / spin down)	-10.152 / -9.717	eV
E_HOMO (spin up / spin down)	-14.23 / -14.23	eV

---

No. 2
Below is C56H52N3O3P2RuSi as an isolated structure in a non-equilibrium geometry, with properties calculated with the ωB97M-V functional and the def2-TZVPD basis.

Cartesian coordinates (Å):
Ru  -0.126  -0.353  1.318
C  -4.463  -1.146  2.245
C  -4.454  -2.213  3.131
C  -3.255  -2.847  3.402
C  -2.093  -2.392  2.780
N  -2.121  -1.373  1.909
C  -3.269  -0.765  1.653
C  -0.764  -2.968  3.040
C  -0.578  -4.259  3.534
C  0.713  -4.715  3.742
C  1.779  -3.887  3.433
C  1.526  -2.614  2.920
N  0.275  -2.176  2.756
C  2.591  -1.732  2.424
C  3.945  -1.977  2.661
C  4.897  -1.208  2.018
C  4.478  -0.219  1.142
C  3.117  0.012  1.024
N  2.200  -0.712  1.648
H  -5.375  -0.619  2.021
H  -5.360  -2.538  3.616
H  -3.209  -3.664  4.104
H  -3.226  0.062  0.955
H  -1.421  -4.895  3.747
H  0.889  -5.712  4.120
H  2.788  -4.230  3.584
H  4.256  -2.748  3.345
H  5.946  -1.379  2.199
H  5.188  0.372  0.586
H  2.746  0.814  0.399
O  0.535  -2.316  -0.146
P  1.427  -2.651  -1.286
C  1.932  -1.148  -2.253
P  0.503  0.016  -2.274
O  0.118  0.359  -0.877
C  1.056  1.556  -3.067
C  1.811  2.380  -2.238
C  2.234  3.619  -2.678
C  1.879  4.052  -3.946
C  1.120  3.238  -4.770
C  0.705  1.988  -4.336
C  -0.807  -0.818  -3.193
C  -2.047  -0.960  -2.584
C  -3.088  -1.547  -3.281
C  -2.889  -1.991  -4.578
C  -1.640  -1.881  -5.170
C  -0.595  -1.293  -4.482
C  2.984  -3.397  -0.712
C  2.858  -4.420  0.222
C  3.986  -5.020  0.751
C  5.244  -4.606  0.342
C  5.372  -3.606  -0.607
C  4.245  -3.007  -1.143
C  0.616  -3.812  -2.409
C  1.276  -4.385  -3.489
C  0.613  -5.305  -4.282
C  -0.697  -5.662  -3.994
C  -1.349  -5.102  -2.907
C  -0.691  -4.180  -2.112
H  2.232  -1.412  -3.265
H  2.758  -0.650  -1.736
H  2.046  2.037  -1.240
H  2.829  4.248  -2.034
H  2.197  5.023  -4.296
H  0.833  3.592  -5.748
H  0.117  1.359  -4.986
H  -2.176  -0.616  -1.564
H  -4.057  -1.656  -2.820
H  -3.707  -2.424  -5.133
H  -1.480  -2.250  -6.170
H  0.378  -1.203  -4.944
H  1.866  -4.733  0.521
H  3.892  -5.826  1.464
H  6.126  -5.078  0.747
H  6.351  -3.307  -0.947
H  4.357  -2.247  -1.901
H  2.303  -4.122  -3.703
H  1.119  -5.752  -5.124
H  -1.204  -6.389  -4.610
H  -2.364  -5.390  -2.678
H  -1.179  -3.738  -1.255
C  1.543  3.143  1.909
C  0.413  3.868  2.610
C  0.544  5.362  2.460
C  0.297  3.413  4.046
Si  -1.255  3.185  1.679
O  -1.061  1.639  1.755
C  -2.837  3.830  2.545
C  -2.888  4.814  3.519
C  -4.100  5.222  4.053
C  -5.277  4.643  3.615
C  -5.242  3.678  2.624
C  -4.030  3.279  2.088
C  -1.380  3.896  -0.094
C  -1.455  5.254  -0.389
C  -1.776  5.683  -1.666
C  -2.035  4.761  -2.666
C  -1.939  3.408  -2.388
C  -1.617  2.981  -1.113
H  2.486  3.393  2.397
H  1.614  3.443  0.867
H  1.396  2.059  1.968
H  1.355  5.713  3.101
H  -0.352  5.898  2.762
H  0.786  5.628  1.435
H  1.226  3.645  4.568
H  0.144  2.335  4.095
H  -0.509  3.907  4.580
H  -1.990  5.288  3.881
H  -4.113  5.990  4.811
H  -6.216  4.947  4.049
H  -6.158  3.237  2.260
H  -4.013  2.543  1.299
H  -1.287  5.994  0.377
H  -1.839  6.742  -1.868
H  -2.318  5.094  -3.653
H  -2.132  2.674  -3.156
H  -1.551  1.926  -0.896

## Properties
total charge	+2
⟨S²⟩	8.76
electronic energy	-3621.91698	Ha
relative energy (zero: lowest compared OMol25 entry of this formula, charge and spin)	0.00	kcal/mol
multiplicity	6
LUMO energy (spin up / spin down)	-4.962 / -7.934	eV
E_HOMO (spin up / spin down)	-13.00 / -12.70	eV

---

No. 3
Below is C56H53AsN7PS2Ti as an isolated structure in a non-equilibrium geometry, with properties calculated with the ωB97M-V functional and the def2-TZVPD basis.

Cartesian coordinates (Å):
Ti  -0.242  0.051  -0.164
C  -3.092  -0.785  -1.145
N  -1.688  -1.272  -1.126
C  -1.294  -1.680  -2.487
C  -1.367  -0.534  -3.512
N  -0.906  0.736  -2.946
C  0.133  1.370  -3.769
C  -1.975  1.696  -2.768
C  -2.984  1.923  -3.696
C  -3.980  2.850  -3.436
C  -3.977  3.568  -2.252
C  -2.953  3.392  -1.341
C  -1.954  2.462  -1.601
S  -0.598  2.303  -0.496
C  -1.681  -2.403  -0.198
C  -1.723  -3.738  -0.579
C  -1.796  -4.740  0.378
C  -1.866  -4.428  1.724
C  -1.833  -3.103  2.120
C  -1.720  -2.092  1.171
S  -1.564  -0.410  1.676
H  -3.762  -1.588  -1.477
H  -3.211  0.068  -1.811
H  -3.393  -0.474  -0.141
H  -1.958  -2.470  -2.862
H  -0.275  -2.083  -2.437
H  -2.396  -0.457  -3.876
H  -0.747  -0.813  -4.368
H  0.994  0.711  -3.856
H  0.445  2.295  -3.287
H  -0.239  1.608  -4.772
H  -3.000  1.386  -4.633
H  -4.752  3.014  -4.169
H  -4.763  4.276  -2.045
H  -2.905  3.967  -0.431
H  -1.703  -4.040  -1.614
H  -1.826  -5.767  0.055
H  -1.942  -5.212  2.461
H  -1.886  -2.828  3.161
N  4.690  0.696  2.267
C  3.439  0.322  2.582
N  2.441  0.306  1.761
C  2.665  0.606  0.449
N  1.661  0.346  -0.356
N  1.842  0.072  -1.684
C  1.918  -1.178  -1.992
C  1.830  -2.264  -1.016
C  2.502  -3.473  -1.209
C  2.516  -4.396  -0.178
C  1.888  -4.071  1.018
C  1.208  -2.866  1.116
N  1.137  -1.997  0.115
C  3.951  1.125  0.035
C  4.185  1.669  -1.233
C  5.405  2.238  -1.526
C  6.427  2.247  -0.575
C  6.218  1.719  0.682
C  4.975  1.181  1.005
H  5.412  0.727  2.975
H  3.261  -0.030  3.589
H  2.115  -1.410  -3.032
H  3.029  -3.654  -2.133
H  3.030  -5.336  -0.296
H  1.921  -4.740  1.863
H  0.704  -2.583  2.034
H  3.384  1.653  -1.960
H  5.570  2.675  -2.497
H  7.387  2.672  -0.826
H  7.004  1.727  1.422
C  1.432  3.482  2.892
C  2.846  3.191  3.325
As  3.663  4.782  4.281
C  2.549  4.808  5.888
C  2.075  3.644  6.482
C  1.306  3.703  7.629
C  1.001  4.926  8.201
C  1.508  6.089  7.646
C  2.296  6.028  6.512
C  2.751  6.138  3.180
C  3.373  6.520  1.995
C  2.743  7.381  1.114
C  1.486  7.878  1.414
C  0.867  7.516  2.598
C  1.495  6.652  3.476
P  0.289  2.072  2.402
C  0.062  1.292  4.048
C  0.418  -0.042  4.218
C  0.219  -0.674  5.434
C  -0.351  0.020  6.491
C  -0.716  1.345  6.324
C  -0.503  1.983  5.115
C  -1.227  3.127  2.354
C  -1.189  4.423  1.839
C  -2.318  5.219  1.847
C  -3.514  4.732  2.351
C  -3.575  3.429  2.816
C  -2.446  2.629  2.808
H  1.472  4.144  2.023
H  0.900  3.998  3.700
H  3.484  3.001  2.459
H  2.897  2.338  4.004
H  2.302  2.676  6.050
H  0.947  2.788  8.076
H  0.386  4.972  9.086
H  1.294  7.044  8.100
H  2.717  6.937  6.094
H  4.362  6.137  1.765
H  3.233  7.670  0.198
H  0.992  8.552  0.732
H  -0.109  7.904  2.845
H  0.998  6.377  4.399
H  0.839  -0.579  3.377
H  0.492  -1.713  5.559
H  -0.522  -0.475  7.435
H  -1.178  1.884  7.137
H  -0.797  3.015  5.000
H  -0.280  4.828  1.420
H  -2.259  6.224  1.455
H  -4.389  5.362  2.374
H  -4.504  3.036  3.197
H  -2.507  1.619  3.188

## Properties
total charge	+2
electronic energy	-6771.57309	Ha
relative energy (zero: lowest compared OMol25 entry of this formula, charge and spin)	59.14	kcal/mol
multiplicity	1
LUMO energy	-6.178	eV
E_HOMO	-11.83	eV

---

No. 4
Below is C56H55GeIrN4P2S2Si2 as an isolated structure in a non-equilibrium geometry, with properties calculated with the ωB97M-V functional and the def2-TZVPD basis.

Cartesian coordinates (Å):
Ir  -0.052  0.053  0.199
C  2.841  1.236  -4.275
Si  2.182  1.956  -2.623
C  1.849  3.824  -2.862
C  3.533  1.725  -1.290
N  0.814  1.015  -2.151
P  -0.743  1.375  -2.154
C  -1.421  1.513  -0.551
P  -0.889  2.638  0.689
N  0.519  2.094  1.248
Si  1.394  2.255  2.731
C  0.317  2.411  4.298
C  2.415  0.652  2.896
C  2.614  3.722  2.577
C  -0.727  4.409  0.285
C  -1.844  5.225  0.132
C  -1.682  6.559  -0.188
C  -0.411  7.085  -0.353
C  0.700  6.271  -0.218
C  0.545  4.933  0.098
C  -2.269  2.612  1.880
C  -3.155  1.542  1.880
C  -4.210  1.512  2.773
C  -4.386  2.556  3.668
C  -3.490  3.613  3.692
C  -2.432  3.640  2.801
C  -1.679  0.006  -2.895
C  -1.105  -0.829  -3.844
C  -1.883  -1.769  -4.497
C  -3.233  -1.884  -4.196
C  -3.801  -1.072  -3.226
C  -3.028  -0.122  -2.586
C  -1.173  2.712  -3.315
C  -0.835  2.509  -4.648
C  -1.091  3.492  -5.584
C  -1.681  4.685  -5.192
C  -2.019  4.886  -3.865
C  -1.779  3.895  -2.928
H  3.848  1.590  -4.468
H  2.225  1.527  -5.121
H  2.873  0.150  -4.247
H  2.755  4.413  -2.746
H  1.129  4.176  -2.127
H  1.435  4.048  -3.842
H  4.226  2.560  -1.292
H  4.112  0.827  -1.483
H  3.100  1.645  -0.297
H  -0.491  1.685  4.277
H  -0.119  3.401  4.397
H  0.904  2.220  5.191
H  1.874  -0.095  3.472
H  3.363  0.831  3.396
H  2.614  0.233  1.914
H  2.105  4.679  2.513
H  3.251  3.623  1.702
H  3.265  3.753  3.445
H  -2.834  4.811  0.271
H  -2.546  7.194  -0.312
H  -0.288  8.130  -0.593
H  1.687  6.680  -0.370
H  1.399  4.284  0.215
H  -3.014  0.744  1.161
H  -4.901  0.681  2.770
H  -5.229  2.548  4.344
H  -3.620  4.417  4.404
H  -1.737  4.471  2.801
H  -0.046  -0.741  -4.048
H  -1.438  -2.415  -5.243
H  -3.844  -2.609  -4.718
H  -4.848  -1.173  -2.978
H  -3.455  0.534  -1.839
H  -0.368  1.578  -4.937
H  -0.826  3.335  -6.620
H  -1.885  5.451  -5.926
H  -2.470  5.818  -3.558
H  -2.057  4.039  -1.896
S  1.113  -3.597  1.698
C  -0.637  -3.599  2.080
C  -1.234  -4.841  2.173
C  -2.558  -4.975  2.592
C  -3.109  -6.248  2.824
N  -3.545  -7.289  3.038
C  -3.307  -3.798  2.845
C  -2.712  -2.559  2.703
C  -1.363  -2.416  2.350
S  -0.676  -0.832  2.435
C  -4.644  -3.879  3.296
N  -5.726  -3.919  3.676
H  -0.659  -5.730  1.958
H  -3.279  -1.664  2.914
C  3.524  -1.746  -0.100
Ge  1.486  -1.806  -0.162
C  1.820  -3.452  3.344
C  1.221  -4.121  4.399
C  1.864  -4.190  5.621
C  3.104  -3.595  5.788
C  3.687  -2.912  4.735
C  3.051  -2.836  3.508
C  0.803  -3.360  -1.276
C  -0.513  -3.206  -1.649
C  -1.202  -4.187  -2.375
C  -0.566  -5.341  -2.736
C  0.774  -5.570  -2.359
C  1.441  -6.776  -2.668
C  2.722  -7.001  -2.246
C  3.397  -6.026  -1.497
C  2.776  -4.848  -1.193
C  1.460  -4.573  -1.611
H  3.994  -2.527  0.491
H  3.844  -0.785  0.297
H  3.884  -1.812  -1.124
H  0.267  -4.604  4.260
H  1.405  -4.735  6.432
H  3.616  -3.666  6.736
H  4.653  -2.446  4.859
H  3.507  -2.304  2.690
H  -1.037  -2.291  -1.370
H  -2.237  -4.025  -2.642
H  -1.089  -6.109  -3.288
H  0.912  -7.533  -3.232
H  3.219  -7.932  -2.473
H  4.405  -6.213  -1.154
H  3.288  -4.109  -0.605

## Properties
total charge	0
electronic energy	-6625.37159	Ha
relative energy (zero: lowest compared OMol25 entry of this formula, charge and spin)	18.18	kcal/mol
multiplicity	1
LUMO energy (spin up / spin down)	-0.987 / -1.368	eV
E_HOMO (spin up / spin down)	-7.50 / -7.36	eV